# C36H66ClN4O8

A cluster of 4 separate species, C36H66ClN4O8 in total (wB97M-V/def2-TZVPD, the OMol25 dataset).

XYZ file:
```
115
Properties=species:S:1:pos:R:3:mulliken_charge:R:1
C -1.38 -0.72 -1.91 0.588
C -2.72 -1.21 -1.41 -0.890
O -3.88 -0.75 -2.11 -0.594
N -3.72 0.53 -2.67 1.780
C -4.48 1.47 -1.88 -1.347
O -4.08 1.43 -0.50 -0.544
C -2.82 1.86 -0.19 -0.421
C -2.20 1.25 0.91 -0.138
C -0.92 1.59 1.32 -1.114
C -0.22 2.58 0.62 -0.839
C -0.84 3.22 -0.46 -0.374
C -2.13 2.87 -0.86 -0.359
C -4.03 0.54 -4.13 1.147
C -4.61 -0.79 -4.66 -1.333
C -3.67 -1.85 -5.23 -0.886
C -3.02 -2.84 -4.28 -0.039
Cl -4.20 -3.69 -3.23 -0.247
C -2.75 0.94 -4.87 -2.782
C -2.04 2.17 -4.28 2.103
C -1.14 2.81 -5.35 -1.585
C 0.09 3.53 -4.76 -0.267
C 1.36 2.71 -4.94 -0.456
C 2.60 3.40 -4.38 -0.950
C 2.64 3.61 -2.84 -1.394
C 1.87 2.62 -1.97 2.280
C 2.43 1.20 -1.90 -1.246
C 1.97 0.55 -0.59 1.613
C 2.82 1.00 0.62 -0.812
C 3.51 -0.15 1.32 -1.060
O 2.52 -1.11 1.68 -0.015
C 3.01 -2.44 1.66 -1.117
C -5.16 1.61 -4.46 0.039
O -6.30 1.29 -4.08 -0.773
O -4.81 2.64 -5.05 -0.713
H -1.02 0.17 -1.40 -0.954
H -0.65 -1.51 -1.74 0.519
H -1.38 -0.51 -2.98 -0.178
H -2.74 -2.30 -1.50 0.605
H -2.86 -1.00 -0.35 0.211
H -4.34 2.48 -2.25 0.519
H -5.53 1.22 -1.88 0.257
H -2.74 0.48 1.44 1.177
H -0.48 1.09 2.17 0.661
H 0.79 2.84 0.89 0.980
H -0.33 3.99 -1.02 0.583
H -2.58 3.38 -1.70 0.382
H -5.25 -0.49 -5.49 0.479
H -5.29 -1.24 -3.96 0.378
H -4.27 -2.47 -5.90 0.450
H -2.88 -1.43 -5.85 0.305
H -2.59 -3.64 -4.87 0.533
H -2.22 -2.42 -3.68 -0.205
H -2.97 1.16 -5.91 0.670
H -2.03 0.12 -4.87 0.580
H -2.81 2.89 -4.04 0.518
H -1.42 1.91 -3.43 -1.161
H -0.82 2.05 -6.07 0.631
H -1.72 3.53 -5.93 0.205
H -0.07 3.67 -3.69 -0.068
H 0.23 4.51 -5.22 0.503
H 1.22 1.73 -4.50 0.032
H 1.52 2.56 -6.01 0.493
H 2.63 4.39 -4.83 0.410
H 3.51 2.90 -4.71 0.321
H 3.68 3.55 -2.52 0.471
H 2.29 4.61 -2.62 0.373
H 0.82 2.57 -2.25 -1.701
H 1.89 3.01 -0.95 0.381
H 2.06 0.59 -2.72 0.370
H 3.52 1.20 -1.97 0.277
H 1.93 -0.54 -0.67 0.832
H 0.95 0.89 -0.43 -1.703
H 3.55 1.73 0.27 0.497
H 2.18 1.51 1.34 0.130
H 4.00 0.22 2.23 0.348
H 4.24 -0.59 0.65 0.504
H 3.61 -2.64 2.54 0.289
H 2.16 -3.11 1.63 0.350
H 3.62 -2.64 0.78 0.398
C 0.83 -0.75 6.98 -1.698
C 1.41 -0.24 5.67 0.936
O 1.57 0.95 5.47 -0.640
N 1.75 -1.17 4.75 0.078
C 1.64 -2.62 4.84 -0.928
H 0.61 0.11 7.61 0.495
H -0.09 -1.30 6.80 0.438
H 1.54 -1.40 7.50 0.422
H 2.12 -0.79 3.89 0.140
H 2.63 -3.07 4.72 0.231
H 0.99 -2.97 4.04 0.225
H 1.23 -2.92 5.80 0.427
C -3.27 1.80 4.37 -1.417
C -2.02 1.03 4.74 1.118
O -1.47 0.26 3.97 -0.628
N -1.50 1.23 5.98 0.080
C -2.00 2.10 7.03 -1.107
H -3.56 1.55 3.36 0.142
H -4.09 1.55 5.05 0.493
H -3.08 2.88 4.42 0.375
H -0.67 0.70 6.16 -0.113
H -1.24 2.85 7.29 0.285
H -2.23 1.52 7.92 0.290
H -2.89 2.62 6.71 0.452
C 4.89 -7.30 2.65 -1.390
C 4.97 -5.81 2.88 0.780
O 4.40 -5.01 2.16 -0.549
N 5.71 -5.39 3.94 -0.144
C 6.45 -6.18 4.90 -0.885
H 4.27 -7.47 1.78 0.297
H 5.88 -7.72 2.46 0.378
H 4.44 -7.81 3.51 0.373
H 5.73 -4.38 4.04 0.224
H 6.08 -6.00 5.91 0.289
H 7.51 -5.92 4.87 0.289
H 6.35 -7.24 4.68 0.334
```

- HOMO energy: -4.465 eV
- Gap between HOMO and LUMO: 5.992 eV
- Calculated total energy: -2692.48200 Ha
- Total charge: -1
- Energy above the lowest of the compared OMol25 structures with the same formula, charge and spin: 0.000 eV
- Max |F|: 1.03 eV/A